Model 1:
Below is a cluster of 2 separate species, C13H19N in total, with properties calculated with ωB97M-V/def2-TZVPD.

Calculated values
LUMO energy = 0.9211 eV
SMILES = CCc1c[nH]c2ccccc12.CCC
Orbital gap = 8.799 eV

Atoms and positions in Å:
C  -3.0162  -1.3481  0.8914
C  -1.9680  -1.5469  -0.1671
C  -0.5690  -1.8582  0.2073
C  0.0660  -1.8615  1.4036
N  1.4501  -1.8094  1.1609
C  1.7148  -1.6543  -0.1794
C  2.8735  -1.2637  -0.8580
C  2.7437  -1.1507  -2.2525
C  1.5459  -1.2834  -2.9406
C  0.4552  -1.6371  -2.2067
C  0.4375  -1.7997  -0.8286
H  -3.0870  -2.2347  1.6155
H  -3.8833  -1.0329  0.3354
H  -2.7161  -0.5804  1.5779
H  -2.3354  -2.2792  -0.9243
H  -2.0999  -0.6609  -0.7870
H  -0.1956  -2.1187  2.3928
H  2.1090  -1.6119  1.8849
H  3.7794  -1.2446  -0.3215
H  3.6553  -0.9632  -2.8201
H  1.5054  -1.1609  -4.0234
H  -0.4750  -1.5267  -2.7945
C  -0.6631  3.5061  -0.1379
C  0.3691  3.3343  1.0139
C  0.0723  2.0387  1.7501
H  -1.1266  4.5176  -0.1277
H  -0.4406  3.4564  -1.2038
H  -1.6184  2.9920  0.1099
H  0.1177  4.1203  1.7535
H  1.3488  3.6206  0.6680
H  0.0522  2.0797  2.8685
H  0.8352  1.3063  1.5693
H  -0.9370  1.6550  1.3704

***

Model 2:
Below is a cluster of 2 separate species, C13H19N in total, with properties calculated with ωB97M-V/def2-TZVPD.

Calculated values
LUMO energy = 0.7654 eV
SMILES = Cc1c[nH]c2ccccc12.CC(C)C
Orbital gap = 8.642 eV

Atoms and positions in Å:
C  -0.9952  -0.0138  -3.4113
C  -0.1539  0.6190  -2.3852
C  -0.5119  1.7381  -1.6899
N  0.4001  2.0510  -0.6761
C  1.4257  1.1396  -0.8043
C  2.6232  0.9497  -0.1522
C  3.4693  -0.0937  -0.4775
C  3.1464  -1.0158  -1.4644
C  1.9431  -0.8552  -2.1786
C  1.0834  0.1632  -1.7611
H  -1.1711  -1.0818  -3.2522
H  -0.5261  0.1315  -4.3781
H  -2.0011  0.4001  -3.3543
H  -1.2780  2.4690  -1.9952
H  0.2178  2.4797  0.2128
H  3.0353  1.6212  0.6099
H  4.5009  -0.1005  -0.0665
H  3.7378  -1.7571  -1.9729
H  1.6224  -1.6169  -2.8642
C  -2.7350  -2.0975  2.2730
C  -2.0794  -0.9282  3.0951
C  -2.7764  0.3896  2.6813
C  -2.0844  -1.1517  4.6106
H  -3.0996  -2.9039  2.9401
H  -1.9848  -2.4803  1.5686
H  -3.6459  -1.6682  1.8799
H  -1.0742  -0.8933  2.7086
H  -3.7909  0.4705  3.1201
H  -2.2204  1.2157  3.0894
H  -2.9207  0.2998  1.5792
H  -1.0154  -1.1560  4.9956
H  -2.6009  -0.4714  5.2902
H  -2.5471  -2.1239  4.8497

***

The most stable of them is model 2.

***

Model 1:
Below is a cluster of 2 separate species, C4H7ClN2 in total, with properties calculated with ωB97M-V/def2-TZVPD.

Calculated values
LUMO energy (spin up / spin down) = -3.4167 / -3.3731 eV
Orbital gap (spin up / spin down) = 7.173 / 7.206 eV

Atoms and positions in Å:
C  -2.3246  1.5152  0.0019
C  -0.1808  -0.0275  1.2594
C  0.3605  0.1907  -1.2496
C  -0.6364  -0.2059  -0.2126
N  -2.5386  2.5730  0.4102
N  -1.9056  0.4439  -0.5402
Cl  -3.6245  -1.0879  0.1431
H  -0.6486  -0.6196  2.0025
H  0.9190  -0.2168  1.3489
H  -0.2635  1.0146  1.5521
H  -0.2424  0.0903  -2.1331
H  1.0067  -0.7424  -1.1591
H  0.9051  1.0864  -1.3309
H  -0.8606  -1.2651  -0.4323

***

Model 2:
Below is the molecule C4H7ClN2, with properties calculated with ωB97M-V/def2-TZVPD.

Calculated values
LUMO energy = 0.5872 eV
SMILES = C[C@H]1N=N[C@@]1(C)Cl
Orbital gap = 10.459 eV

Atoms and positions in Å:
C  -1.4085  1.0837  -0.7260
C  -0.1372  0.3779  -0.7633
N  0.8961  1.3374  -0.3533
N  1.0021  0.9439  0.8300
C  0.2647  -0.2604  0.6654
C  1.1895  -1.4924  0.6116
Cl  -1.0235  -0.4735  1.7830
H  -1.5452  1.5611  0.1524
H  -2.3053  0.4407  -1.0114
H  -1.2543  1.8685  -1.4237
H  0.1022  -0.2356  -1.6024
H  1.4921  -1.6655  1.7041
H  1.9690  -1.1870  -0.0153
H  0.7584  -2.2989  0.1489

***

Model 3:
Below is the molecule C4H7ClN2, with properties calculated with ωB97M-V/def2-TZVPD.

Calculated values
LUMO energy = 0.7567 eV
SMILES = CC[C@@](N)(Cl)C#N
Orbital gap = 11.265 eV

Atoms and positions in Å:
C  1.5213  -0.1177  -0.6096
C  0.3100  0.8073  -0.6769
C  -0.8992  0.0797  0.0556
N  -0.3458  0.0258  1.7558
Cl  -2.3409  1.0519  -0.2478
C  -1.1541  -1.2480  -0.2949
N  -1.3529  -2.3763  -0.3778
H  1.8679  -0.2412  0.3414
H  2.2590  0.4102  -1.0917
H  1.1470  -1.0858  -1.1779
H  0.6422  1.6702  -0.2563
H  -0.1748  0.9466  -1.7119
H  -0.6676  0.8724  2.1533
H  -0.8120  -0.7951  2.1389

***

Model 4:
Below is the molecule C4H7ClN2, with properties calculated with ωB97M-V/def2-TZVPD.

Calculated values
LUMO energy (spin up / spin down) = -0.7693 / -0.7282 eV
Orbital gap (spin up / spin down) = 7.250 / 8.659 eV

Atoms and positions in Å:
C  -0.4996  0.0658  -0.3521
C  0.3838  -1.0539  0.1410
C  1.7791  -0.3010  -0.0170
C  1.3656  1.1519  0.1938
N  -0.0796  1.2235  -0.2048
N  -4.1844  -0.0455  0.1462
Cl  -2.6410  -0.4093  -0.3648
H  0.0763  -1.4264  1.1351
H  0.2481  -1.9767  -0.5101
H  2.6231  -0.7772  0.6260
H  2.0748  -0.3187  -1.0951
H  1.3641  1.4967  1.3057
H  1.8777  1.7945  -0.4347
H  -4.3880  0.5764  -0.5691

***

The most stable of them is model 3.

***

Model 1:
Below is the molecule C4H7ClN2, with properties calculated with ωB97M-V/def2-TZVPD.

Calculated values
LUMO energy = 0.8098 eV
SMILES = C/C=N/N=C(/C)Cl
Orbital gap = 10.293 eV

Atoms and positions in Å:
C  2.7504  0.5752  0.0760
C  1.3680  0.1516  -0.1113
N  0.7534  -0.4683  0.7785
N  -0.5119  -0.9170  0.5166
C  -1.3491  -0.0867  0.0531
C  -2.7282  -0.7322  -0.1973
Cl  -1.2441  1.6252  -0.2957
H  2.7172  1.4393  0.7797
H  3.3305  0.5768  -0.8201
H  3.1508  -0.2019  0.8514
H  0.7536  0.3019  -1.0584
H  -3.0166  -0.6002  -1.2788
H  -3.3592  -0.0073  0.4534
H  -2.6149  -1.6564  0.2527

***

Model 2:
Below is the molecule C4H7ClN2, with properties calculated with ωB97M-V/def2-TZVPD.

Calculated values
LUMO energy = 0.8523 eV
Orbital gap = 9.193 eV

Atoms and positions in Å:
C  -0.9210  1.0544  -0.0982
C  0.2877  -0.6122  1.5270
C  -0.3625  -0.2328  -0.5773
C  0.9508  -0.4017  -1.3253
N  -0.4793  1.4692  1.2462
N  0.1313  0.6914  1.9192
Cl  -1.5051  -1.5035  -0.9414
H  -0.6622  2.0486  -0.6190
H  -2.0494  1.1163  -0.2206
H  -0.3874  -1.2302  2.1835
H  1.3491  -1.0410  1.3893
H  1.6584  0.3806  -1.0112
H  0.6768  -0.2214  -2.2846
H  1.3129  -1.5176  -1.1877

***

Model 3:
Below is the molecule C4H7ClN2, with properties calculated with ωB97M-V/def2-TZVPD.

Calculated values
LUMO energy = 0.7468 eV
SMILES = ClC[C@H]1CC=NN1
Orbital gap = 9.603 eV

Atoms and positions in Å:
Cl  2.0353  -1.1060  -0.5175
C  1.7320  0.3228  0.3347
C  0.1293  0.3137  0.4753
C  -0.5628  0.5893  -0.6781
C  -1.6341  -0.5639  -0.9116
N  -1.6330  -1.4551  0.0882
N  -0.6746  -0.8948  1.1048
H  1.8757  1.2514  -0.2008
H  2.5507  0.2336  1.3041
H  -0.1210  1.1743  1.1572
H  0.0267  0.8701  -1.6063
H  -1.1974  1.5328  -0.3282
H  -2.6322  -0.6181  -1.6587
H  0.1054  -1.6502  1.4369

***

The most stable of them is model 1.

***

Model 1:
Below is the molecule C3H7N3, with properties calculated with ωB97M-V/def2-TZVPD.

Calculated values
LUMO energy = 0.9004 eV
Orbital gap = 7.697 eV

Atoms and positions in Å:
C  1.6873  -0.1165  -0.4200
C  -1.4140  1.1577  -0.1784
C  -0.7391  -0.1153  0.0605
N  0.5596  -0.1305  0.1025
N  -1.4709  -1.3116  0.0801
N  2.9809  -0.0990  0.0907
H  -2.3600  1.4076  0.3451
H  -0.8971  2.0971  0.1011
H  -1.8546  1.3102  -1.2211
H  -2.0966  -1.4867  0.7549
H  -1.0253  -1.9725  -0.5346
H  3.5307  -0.8426  -0.3460
H  3.0991  0.1021  1.1653

***

Model 2:
Below is the molecule C3H7N3, with properties calculated with ωB97M-V/def2-TZVPD.

Calculated values
LUMO energy = 0.5126 eV
Orbital gap = 9.209 eV

Atoms and positions in Å:
N  0.2813  -1.9766  0.1986
C  -0.4754  -0.9686  -0.5539
C  -0.8524  0.1926  0.3355
N  0.9923  1.7126  0.4194
C  -0.3455  1.4757  0.0841
N  -1.3630  1.9533  -0.4558
H  0.3373  -2.8353  -0.3451
H  1.2381  -1.6747  0.3628
H  -1.4110  -1.4310  -0.8677
H  0.0452  -0.6000  -1.4529
H  -1.1588  -0.0621  1.3500
H  1.6041  1.9592  -0.3342
H  1.1077  2.2549  1.2592

***

Model 3:
Below is a cluster of 2 separate species, C3H7N3 in total, with properties calculated with ωB97M-V/def2-TZVPD.

Calculated values
LUMO energy (spin up / spin down) = -0.9963 / -0.1286 eV
Orbital gap (spin up / spin down) = 6.553 / 9.519 eV

Atoms and positions in Å:
C  -1.7437  0.1897  -0.1715
C  0.7364  0.3150  -0.6212
C  -0.5462  -0.4985  -0.1071
N  -2.7637  0.6958  -0.0164
N  1.1184  1.6295  -0.0557
N  -0.4321  -1.8478  -0.1526
H  0.7209  0.4886  -1.7096
H  1.6212  -0.3372  -0.4782
H  0.4319  0.1231  2.4999
H  0.3162  2.2143  -0.3108
H  1.4139  1.6480  1.0205
H  -1.2874  -2.3704  -0.1062
H  0.4142  -2.2502  0.2091

***

The most stable of them is model 1.

***

Model 1:
Below is a cluster of 2 separate species, C3H7O2S in total, with properties calculated with ωB97M-V/def2-TZVPD.

Calculated values
LUMO energy = 3.7116 eV
Orbital gap = 6.386 eV
Net charge = -1

Atoms and positions in Å:
O  0.7070  1.5918  -0.6710
C  -0.0463  1.4679  0.2836
C  -0.8964  0.2702  0.5361
C  0.0394  -0.7927  1.1698
S  -0.8905  -2.1146  1.9975
H  0.0554  2.2187  1.0939
H  -1.7485  0.4784  1.1909
H  -1.3432  -0.0988  -0.3795
H  0.6703  -1.1637  0.3685
H  0.6427  -0.3147  1.9470
H  1.0701  -1.1276  -2.0554
H  0.9520  0.2532  -2.6200
O  0.7881  -0.6680  -2.8614

***

Model 2:
Below is a cluster of 2 separate species, C3H7O2S in total, with properties calculated with ωB97M-V/def2-TZVPD.

Calculated values
LUMO energy = 3.9039 eV
Orbital gap = 6.850 eV
Net charge = -1

Atoms and positions in Å:
O  2.6980  -0.6633  1.0376
C  1.5194  -0.6359  0.7378
C  0.4298  0.3961  1.2096
C  -0.1660  1.1267  0.0176
S  -1.9773  0.7875  -0.2841
H  1.3175  -1.1936  -0.2116
H  0.9231  0.9124  2.0688
H  -0.1842  -0.2898  1.6647
H  0.3199  0.9433  -0.9312
H  -0.0379  2.2164  0.2320
H  -2.3350  -1.0036  -2.2577
H  -0.9795  -0.9745  -1.3542
O  -1.5277  -1.6219  -1.9295

***

The most stable of them is model 1.

***

Model 1:
Below is a cluster of 2 separate species, C3H7O2S in total, with properties calculated with ωB97M-V/def2-TZVPD.

Calculated values
LUMO energy = 3.4809 eV
Orbital gap = 7.701 eV
Net charge = -1

Atoms and positions in Å:
C  -0.6975  -1.2049  0.3788
C  -1.0504  0.2112  0.8229
S  -2.1127  1.0952  -0.3636
H  -0.4293  -1.1974  -0.6801
H  -1.5768  -1.8513  0.5031
H  0.1219  -1.5580  0.9891
H  -1.5857  0.1990  1.7669
H  -0.1699  0.8316  0.9537
H  -1.2121  1.9695  -0.8284
O  2.6874  0.2840  0.2538
C  2.1707  0.3692  -0.8701
O  1.0851  0.8898  -1.2004
H  2.7693  -0.0379  -1.7259

***

Model 2:
Below is a cluster of 2 separate species, C3H7O2S in total, with properties calculated with ωB97M-V/def2-TZVPD.

Calculated values
LUMO energy = 3.3773 eV
Orbital gap = 7.489 eV
Net charge = -1

Atoms and positions in Å:
C  0.6212  1.2438  1.9333
C  0.5318  1.1897  0.3789
S  1.8925  0.3057  -0.4502
H  0.7967  2.2521  2.3021
H  -0.2669  0.7797  2.3366
H  1.4809  0.6521  2.2479
H  0.2994  2.1303  -0.0556
H  -0.2877  0.4896  0.2573
H  1.3811  -0.9015  -0.1814
O  -2.4327  -1.0497  0.4040
C  -1.5634  -1.2224  -0.4789
O  -1.5078  -0.8345  -1.6536
H  -0.6544  -1.8070  -0.1129

***

The most stable of them is model 1.